This record from the Open Molecules 2025 dataset describes a molecular structure, C7H13N. The level of theory is ωB97M-V/def2-TZVPD.

The geometry in XYZ format:
```
21
Properties=species:S:1:pos:R:3:forces:R:3
C -0.38838 0.62572 0.78828 1.4 -0.5 -1.1
C -0.02448 -0.70351 0.64256 -2.4 1.2 2.6
C 0.56792 1.73159 1.10118 -0.1 0.2 0.2
C -0.31847 0.22920 -2.88329 0.2 0.0 -0.1
C 0.42060 -0.89448 -2.22677 -0.9 -0.2 0.8
C -1.00284 -0.79085 1.97235 1.2 -1.2 -1.9
C -0.40727 -0.88164 3.15413 0.0 0.5 0.5
N 1.34262 -1.61099 -2.68050 0.8 -0.5 -0.3
H -1.39953 0.92888 0.52755 -0.2 -0.1 0.5
H 1.62782 -1.36798 -3.63191 -0.1 0.2 0.0
H 0.05849 -1.14302 -1.19224 0.3 0.2 -1.2
H 1.01980 -0.97267 0.77337 0.0 0.0 0.3
H -2.04854 -1.00998 1.81596 -0.1 0.2 0.0
H 0.12789 2.31859 1.91051 0.1 0.2 -0.1
H 0.75642 2.38831 0.25050 -0.2 0.1 -0.1
H 1.52632 1.34515 1.44370 0.0 -0.1 0.0
H -0.18385 1.14062 -2.30023 0.0 0.1 0.0
H -1.38620 0.00985 -2.90088 0.0 0.0 0.0
H 0.03610 0.40051 -3.89986 0.0 0.0 0.0
H 0.63118 -0.61793 3.28593 0.1 -0.1 -0.1
H -0.95559 -1.12535 4.04966 -0.1 -0.2 0.1
```
Positions in Å, forces in eV/Å.

The relative energy (zero: lowest compared OMol25 entry of this formula, charge and spin) comes out at 467.0 kJ/mol. As for the spin multiplicity: 1. The HOMO-LUMO gap is 0.30521 hartree. The value obtained for the energy is -329.093596 Ha. Its net charge is 0.